10
Properties=species:S:1:pos:R:3:forces:R:3 method="wB97M-V/def2-TZVPD" e_lumo_ev=0.44 homo_ha=-0.3554 smiles="C#[N+][O-].C=O.I" gap_ev=10.11 max_force_ev_per_a=3.77
C -0.333133 -1.051006 1.597704 1.213 -1.167 0.331
N -1.049212 -0.597280 0.811742 0.284 -0.614 0.716
O -1.852746 -0.120353 0.096311 -0.857 0.817 -0.877
H 0.463711 -1.780325 1.800682 -0.865 0.954 -0.013
C 2.426625 -0.691033 -0.695567 -2.593 2.298 -0.866
O 1.408699 -0.083753 -0.489732 -0.326 -0.023 0.267
H 2.985097 -1.053941 0.064303 2.021 -1.645 2.719
H 2.775229 -0.710749 -1.670506 1.112 -0.569 -2.291
I -4.154743 3.439558 -0.784173 1.212 -0.629 0.041
H -2.669527 2.648883 -0.730763 -1.201 0.579 -0.027